[1]
Computed, not measured: a structure of composition C12H12F6I2IrO5PrS, with ωB97M-V/def2-TZVPD.

Net charge ... +4
Expectation value of S² ... 12.03
E ... -3052.7170 Eh
Orbital gap (alpha / beta) ... 6.73 / 4.86 eV
LUMO level (alpha / beta) ... -16.41 / -18.15 eV
Multiplicity ... 7

Each line ends with the Mulliken charge.
Geometry (Å):
1 I 0.819 -3.565 -0.189  0.619
2 I 1.019 3.634 -0.179  0.537
3 Pr -0.470 1.327 0.139  0.114
4 Ir -0.659 -1.311 0.054  1.250
5 S 0.617 0.024 -1.553  -0.191
6 C -1.997 -1.850 -1.096  0.648
7 C -1.672 -1.906 1.506  0.314
8 C 0.071 0.033 -3.325  1.558
9 C 0.926 1.142 -3.947  -1.580
10 C -1.413 0.317 -3.547  -1.396
11 C 0.478 -1.342 -3.852  -1.533
12 C -1.451 2.045 1.745  0.261
13 C -2.065 2.100 -0.933  0.328
14 O -2.286 -2.401 2.390  -0.283
15 O -2.847 -2.252 -1.822  -0.298
16 O -1.956 2.463 2.655  0.071
17 O -2.875 2.614 -1.534  0.041
18 H 0.680 1.227 -5.011  0.490
19 H 1.994 0.917 -3.852  0.474
20 H 0.733 2.110 -3.465  0.362
21 H -1.769 -0.307 -4.377  0.410
22 H -1.571 1.364 -3.827  0.382
23 H -2.024 0.086 -2.673  0.135
24 H 0.253 -1.390 -4.925  0.509
25 H -0.062 -2.151 -3.349  0.331
26 H 1.551 -1.517 -3.713  0.434
27 C -0.298 -0.399 3.680  -1.750
28 C 1.046 -0.084 2.976  0.943
29 O 1.095 -0.057 1.589  -0.651
30 C 1.602 1.294 3.518  0.661
31 F 1.700 1.306 4.887  -0.169
32 F 2.824 1.560 2.988  -0.189
33 F 0.767 2.320 3.162  -0.177
34 C 2.061 -1.205 3.452  0.463
35 F 2.132 -1.277 4.826  -0.135
36 F 1.633 -2.416 2.987  -0.161
37 F 3.302 -0.974 2.959  -0.142
38 H -1.133 0.208 3.301  0.214
39 H -0.232 -0.224 4.759  0.586
40 H -0.523 -1.463 3.598  0.518

Forces on the atoms, in the same order (eV/Å):
I 0.222 -0.280 -0.064
I 1.750 2.695 -0.508
Pr 9.915 -3.661 -1.407
Ir 2.483 -0.914 -0.587
S 1.454 -2.349 -2.091
C -6.047 -2.636 -5.165
C -4.697 -4.612 6.509
C 0.277 -0.528 -1.626
C 0.482 -0.033 0.370
C -0.125 0.114 0.089
C 0.239 -0.100 -0.111
C -6.659 4.243 10.162
C -9.022 4.463 -5.675
O 3.260 3.077 -5.184
O 5.202 2.376 4.464
O 0.224 -0.024 -0.723
O 1.715 -0.987 1.209
H -0.015 -0.039 0.139
H -0.135 0.079 -0.154
H -0.062 -0.042 -0.206
H 0.000 0.199 0.197
H -0.044 -0.164 0.089
H -0.169 -0.065 -0.131
H 0.036 -0.050 0.193
H -0.133 0.030 -0.139
H -0.141 0.052 -0.129
C -0.072 -0.565 -0.250
C -0.622 1.437 -0.048
O -1.183 -0.766 1.545
C 2.597 1.059 1.920
F -0.452 -0.191 -2.776
F -1.853 -0.279 0.506
F 0.173 -0.956 -0.229
C 3.411 -2.663 2.034
F -0.598 0.488 -3.130
F 0.091 1.611 0.309
F -2.191 -0.204 0.636
H 0.365 -0.265 0.071
H 0.304 0.248 -0.124
H 0.019 0.202 0.017

[2]
Computed, not measured: the ion C12H12N2P with charge +1, with ωB97M-V/def2-TZVPD.

Net charge ... +1
E ... -914.8559 Eh
Energy above the lowest of the compared OMol25 structures with the same formula, charge and spin ... 493.7 kJ/mol
Orbital gap (alpha / beta) ... 5.64 / 5.64 eV
LUMO level (alpha / beta) ... -6.45 / -6.45 eV

Each line ends with the natural charge from an NBO analysis.
Geometry (Å):
1 C 4.138 0.006 1.379  -0.201
2 C 3.354 -1.133 1.293  -0.180
3 C 3.705 1.236 0.947  -0.176
4 C 2.092 -1.066 0.690  -0.236
5 C 2.463 1.309 0.359  -0.219
6 C 1.679 0.236 0.209  0.105
7 C -3.550 0.684 -1.259  -0.602
8 C 0.040 1.327 -1.253  -0.030
9 C -3.068 -0.389 -0.388  0.291
10 C -1.137 1.570 -1.831  -0.131
11 C -0.484 -0.763 -0.118  -0.062
12 C -4.257 -1.095 0.104  -0.661
13 N -1.878 -0.739 -0.059  -0.424
14 N 0.386 0.419 -0.328  -0.329
15 P -2.713 1.877 -2.193  0.897
16 H 5.136 0.074 1.869  0.239
17 H 3.859 -2.078 1.562  0.243
18 H 4.257 2.227 1.063  0.244
19 H 1.669 -2.025 0.350  0.235
20 H 1.991 2.286 0.049  0.209
21 H -4.600 0.695 -1.337  0.251
22 H 0.894 1.960 -1.703  0.316
23 H -0.243 -1.170 0.777  0.233
24 H -0.130 -1.587 -0.857  0.244
25 H -3.892 -2.112 0.355  0.254
26 H -5.064 -1.122 -0.717  0.233
27 H -4.647 -0.629 1.036  0.260

Forces on the atoms, in the same order (eV/Å):
C 1.762 1.215 1.309
C 0.219 -0.355 -0.673
C 0.228 1.789 -0.191
C 1.091 0.556 -1.025
C -0.437 2.893 -0.320
C -0.017 -2.834 0.620
C 2.276 1.117 -0.599
C 2.117 1.062 -0.764
C 2.336 1.043 -0.641
C 0.272 -1.913 1.651
C -1.111 -0.723 -2.814
C -1.236 -1.885 0.228
N -1.803 0.648 -1.067
N -1.633 -0.455 -1.255
P -1.469 -0.323 0.256
H -0.835 -0.877 -0.395
H -0.849 0.429 -0.069
H -0.442 -1.841 -0.046
H -0.197 0.795 0.578
H 0.970 -0.882 0.495
H -1.017 0.631 -0.546
H -1.197 -0.781 0.829
H 1.338 -0.734 2.882
H -0.855 1.430 0.719
H -0.752 0.402 -0.050
H 1.130 -0.204 1.578
H 0.112 -0.203 -0.690

[3]
Computed, not measured: a structure of composition C12H12N3O8PdS2, with ωB97M-V/def2-TZVPD.

Net charge ... -1
E ... -2155.0202 Eh
Energy above the lowest of the compared OMol25 structures with the same formula, charge and spin ... 41.4 kJ/mol
Orbital gap (alpha / beta) ... 7.14 / 7.14 eV
LUMO level (alpha / beta) ... 1.54 / 1.54 eV

Each line ends with the natural charge from an NBO analysis.
Geometry (Å):
1 Pd -0.019 0.872 -0.391  1.123
2 O 1.329 -0.074 0.793  -0.944
3 S 0.465 -0.144 2.017  2.396
4 O 1.144 0.177 3.231  -0.931
5 O -0.689 0.740 1.694  -0.971
6 C -0.029 -1.860 2.149  -0.376
7 C 0.084 -2.362 3.440  -0.177
8 C -0.165 -3.698 3.711  -0.224
9 C -0.515 -4.544 2.677  -0.195
10 C -0.640 -4.045 1.388  -0.219
11 C -0.412 -2.709 1.094  -0.196
12 S -0.803 -2.226 -0.617  2.412
13 O -1.486 -3.376 -1.159  -0.985
14 O 0.458 -1.916 -1.291  -1.049
15 O -1.635 -1.047 -0.411  -1.024
16 H 0.391 -1.695 4.232  0.244
17 H -0.074 -4.066 4.725  0.211
18 H -0.705 -5.593 2.866  0.210
19 H -0.949 -4.687 0.576  0.253
20 N -1.752 3.267 0.363  -0.817
21 C -1.674 3.066 -0.973  0.655
22 O -1.345 1.904 -1.417  -0.652
23 C -1.960 4.116 -1.858  -0.542
24 C -2.439 5.339 -1.335  0.306
25 N -2.813 6.309 -0.829  -0.413
26 C -1.735 3.972 -3.250  0.321
27 N -1.563 3.881 -4.387  -0.392
28 H -2.046 4.159 0.720  0.411
29 H -1.726 2.475 0.985  0.424
30 C 3.336 0.131 -1.622  -0.649
31 C 2.372 0.905 -2.493  -0.056
32 O 0.987 0.619 -2.222  -0.709
33 H 4.355 0.313 -1.968  0.206
34 H 3.135 -0.940 -1.680  0.227
35 H 3.260 0.427 -0.579  0.231
36 H 2.534 0.681 -3.550  0.174
37 H 2.475 1.981 -2.359  0.186
38 H 0.848 -0.350 -2.269  0.534

Forces on the atoms, in the same order (eV/Å):
Pd 0.235 0.301 0.051
O 0.096 -0.066 0.070
S 0.048 -0.077 -0.095
O -0.041 0.045 -0.002
O 0.015 -0.092 -0.100
C -0.026 0.012 -0.015
C 0.017 -0.035 0.037
C 0.000 0.013 -0.010
C -0.001 0.007 -0.016
C -0.005 -0.045 0.005
C 0.040 0.043 0.009
S -0.219 0.095 0.114
O 0.043 0.003 -0.010
O 0.147 -0.063 -0.036
O -0.085 -0.195 -0.097
H -0.003 0.008 -0.011
H -0.001 0.002 0.001
H 0.001 0.000 -0.002
H 0.000 0.007 -0.002
N 0.021 0.017 -0.015
C -0.118 -0.178 0.058
O 0.077 0.335 -0.020
C 0.000 0.013 -0.029
C 0.035 0.003 -0.032
N -0.019 0.004 0.007
C -0.079 -0.002 0.012
N 0.037 0.016 -0.008
H -0.011 0.004 -0.027
H 0.008 0.005 0.015
C -0.007 -0.028 0.003
C -0.074 0.129 -0.015
O -0.065 -0.106 0.022
H -0.004 0.002 0.007
H -0.003 0.001 -0.008
H -0.014 0.013 0.031
H -0.006 0.004 -0.001
H 0.020 -0.002 0.005
H -0.060 -0.193 0.103

[4]
Computed, not measured: a structure of composition C12H12N3O8PdS2, with ωB97M-V/def2-TZVPD.

Net charge ... -1
Expectation value of S² ... 2.00
E ... -2154.9737 Eh
Energy above the lowest of the compared OMol25 structures with the same formula, charge and spin ... 80.1 kJ/mol
Orbital gap (alpha / beta) ... 8.59 / 6.35 eV
LUMO level (alpha / beta) ... 2.89 / 0.67 eV
Multiplicity ... 3

Each line ends with the natural charge from an NBO analysis.
Geometry (Å):
1 Pd -0.595 0.603 -0.111  1.340
2 O 0.368 0.553 1.889  -0.973
3 S -0.827 -0.108 2.479  2.380
4 O -0.875 -0.074 3.909  -0.943
5 O -1.987 0.454 1.765  -0.980
6 C -0.652 -1.838 1.983  -0.354
7 C -0.043 -2.574 2.997  -0.177
8 C 0.305 -3.904 2.845  -0.200
9 C 0.038 -4.532 1.648  -0.195
10 C -0.575 -3.816 0.634  -0.216
11 C -0.931 -2.476 0.767  -0.225
12 S -1.594 -1.841 -0.803  2.375
13 O -2.014 -2.976 -1.568  -0.948
14 O -0.394 -1.151 -1.381  -0.974
15 O -2.582 -0.808 -0.552  -0.977
16 H 0.168 -2.081 3.934  0.243
17 H 0.782 -4.427 3.664  0.210
18 H 0.299 -5.570 1.488  0.210
19 H -0.791 -4.314 -0.299  0.248
20 N 2.015 2.076 -3.168  -0.812
21 C 1.740 1.303 -2.079  0.671
22 O 0.741 1.701 -1.377  -0.809
23 C 2.564 0.214 -1.785  -0.545
24 C 3.602 -0.088 -2.703  0.325
25 N 4.444 -0.254 -3.477  -0.418
26 C 2.435 -0.627 -0.653  0.313
27 N 2.407 -1.337 0.255  -0.374
28 H 1.272 2.678 -3.477  0.394
29 H 2.667 1.739 -3.857  0.407
30 C -1.295 3.744 0.617  -0.645
31 C -1.460 4.057 -0.858  -0.063
32 O -1.741 2.885 -1.616  -0.749
33 H -1.197 4.660 1.206  0.208
34 H -0.398 3.146 0.799  0.211
35 H -2.158 3.193 0.993  0.228
36 H -0.561 4.552 -1.241  0.157
37 H -2.294 4.744 -1.017  0.166
38 H -0.884 2.492 -1.852  0.491

Forces on the atoms, in the same order (eV/Å):
Pd 0.069 0.660 -0.103
O 0.407 -0.080 -0.319
S -0.393 -0.002 -0.390
O -0.028 0.057 -0.024
O -0.013 -0.227 0.097
C 0.152 0.038 0.506
C 0.050 -0.085 0.123
C -0.019 0.091 0.029
C -0.039 0.034 -0.039
C -0.013 -0.169 0.013
C -0.108 -0.453 -0.316
S 0.062 0.164 0.102
O 0.006 0.015 -0.007
O 0.306 0.127 0.165
O -0.461 -0.172 0.173
H -0.034 0.059 -0.022
H 0.010 -0.022 -0.016
H 0.007 -0.005 -0.003
H -0.025 0.060 -0.031
N 0.085 -0.044 -0.072
C -0.344 0.165 0.278
O 0.117 -0.210 -0.027
C 0.180 -0.156 -0.269
C 0.086 0.087 0.070
N -0.044 -0.028 -0.053
C -0.041 0.072 0.150
N -0.058 0.024 -0.014
H 0.001 0.001 -0.011
H 0.000 0.004 0.008
C -0.050 0.042 0.080
C 0.029 -0.011 0.056
O 0.127 -0.042 -0.074
H 0.034 0.002 -0.019
H 0.028 0.004 -0.025
H -0.014 -0.020 -0.029
H 0.001 -0.022 -0.012
H -0.051 -0.047 0.035
H -0.017 0.090 -0.012

Copy entry 2 word for word.
Computed, not measured: the ion C12H12N2P with charge +1, with ωB97M-V/def2-TZVPD.

Net charge ... +1
E ... -914.8559 Eh
Energy above the lowest of the compared OMol25 structures with the same formula, charge and spin ... 493.7 kJ/mol
Orbital gap (alpha / beta) ... 5.64 / 5.64 eV
LUMO level (alpha / beta) ... -6.45 / -6.45 eV

Each line ends with the natural charge from an NBO analysis.
Geometry (Å):
1 C 4.138 0.006 1.379  -0.201
2 C 3.354 -1.133 1.293  -0.180
3 C 3.705 1.236 0.947  -0.176
4 C 2.092 -1.066 0.690  -0.236
5 C 2.463 1.309 0.359  -0.219
6 C 1.679 0.236 0.209  0.105
7 C -3.550 0.684 -1.259  -0.602
8 C 0.040 1.327 -1.253  -0.030
9 C -3.068 -0.389 -0.388  0.291
10 C -1.137 1.570 -1.831  -0.131
11 C -0.484 -0.763 -0.118  -0.062
12 C -4.257 -1.095 0.104  -0.661
13 N -1.878 -0.739 -0.059  -0.424
14 N 0.386 0.419 -0.328  -0.329
15 P -2.713 1.877 -2.193  0.897
16 H 5.136 0.074 1.869  0.239
17 H 3.859 -2.078 1.562  0.243
18 H 4.257 2.227 1.063  0.244
19 H 1.669 -2.025 0.350  0.235
20 H 1.991 2.286 0.049  0.209
21 H -4.600 0.695 -1.337  0.251
22 H 0.894 1.960 -1.703  0.316
23 H -0.243 -1.170 0.777  0.233
24 H -0.130 -1.587 -0.857  0.244
25 H -3.892 -2.112 0.355  0.254
26 H -5.064 -1.122 -0.717  0.233
27 H -4.647 -0.629 1.036  0.260

Forces on the atoms, in the same order (eV/Å):
C 1.762 1.215 1.309
C 0.219 -0.355 -0.673
C 0.228 1.789 -0.191
C 1.091 0.556 -1.025
C -0.437 2.893 -0.320
C -0.017 -2.834 0.620
C 2.276 1.117 -0.599
C 2.117 1.062 -0.764
C 2.336 1.043 -0.641
C 0.272 -1.913 1.651
C -1.111 -0.723 -2.814
C -1.236 -1.885 0.228
N -1.803 0.648 -1.067
N -1.633 -0.455 -1.255
P -1.469 -0.323 0.256
H -0.835 -0.877 -0.395
H -0.849 0.429 -0.069
H -0.442 -1.841 -0.046
H -0.197 0.795 0.578
H 0.970 -0.882 0.495
H -1.017 0.631 -0.546
H -1.197 -0.781 0.829
H 1.338 -0.734 2.882
H -0.855 1.430 0.719
H -0.752 0.402 -0.050
H 1.130 -0.204 1.578
H 0.112 -0.203 -0.690

What is the formula in the first record? C12H12F6I2IrO5PrS

Among the records above, which one has the highest E? C12H12N2P